Molecular formula: C13H30AuN4O
Method: DFT, ωB97M-V/def2-TZVPD

Cartesian coordinates (Å):
Au: 1.06904 0.05300 0.20167
C: -1.83302 -1.08164 -1.70916
C: -1.53856 -2.31098 -0.86662
N: -0.55203 -2.05785 0.21080
C: -1.16711 -2.18996 1.53625
C: -0.31506 -1.64603 2.66544
N: 0.05269 -0.23542 2.52291
C: -0.95433 0.73467 2.96199
C: -1.97324 1.12020 1.89354
C: -1.60083 2.33614 1.06558
N: -0.53993 2.07134 0.05898
C: -1.09368 2.21536 -1.29896
C: -0.20888 1.69647 -2.41330
N: 0.19866 0.30088 -2.26189
C: -0.74765 -0.71551 -2.72093
H: -1.99858 -0.25558 -1.01931
H: -2.77479 -1.23941 -2.24025
H: -1.19202 -3.13246 -1.49873
H: -2.47391 -2.65289 -0.41364
H: 0.20001 -2.73096 0.13258
H: -1.39780 -3.23927 1.76489
H: -2.12420 -1.66981 1.51274
H: 0.61183 -2.22371 2.72111
H: -0.85708 -1.82115 3.60472
H: 0.89422 -0.08068 3.06154
H: -0.41129 1.63535 3.26110
H: -1.47222 0.37019 3.85866
H: -2.93253 1.31612 2.37866
H: -2.13626 0.29029 1.20657
H: -1.28728 3.15522 1.71775
H: -2.49596 2.68931 0.54621
H: 0.19633 2.75514 0.18666
H: -1.32631 3.26622 -1.51672
H: -2.04626 1.68754 -1.31789
H: 0.69454 2.30831 -2.45791
H: -0.74351 1.86174 -3.35911
H: 1.07472 0.16159 -2.74637
H: -0.15588 -1.61024 -2.93149
H: -1.20828 -0.41578 -3.67194
C: 3.63745 1.34495 -1.59326
O: 3.79024 0.02869 -1.03600
C: 3.02504 -0.33977 -0.04983
C: 3.70293 -1.45288 0.68216
H: 4.33842 1.40016 -2.41935
H: 3.89123 2.07224 -0.82478
H: 2.61607 1.49441 -1.92669
H: 4.78546 -1.35691 0.64493
H: 3.43709 -2.39764 0.18990
H: 3.34252 -1.50899 1.70679

charge = +1
HOMO level = -10.771 eV

Here are the Mulliken charges for atoms 1 to 4, given in e:
1 Au 0.9035
2 C 0.5063
3 C -1.2281
4 N 0.0279